ORCA calculation (ωB97M-V/def2-TZVPD) on a molecular structure, C2H10AgClO4P3 in a non-equilibrium geometry.

Positions of all 21 atoms, in Å:
C -2.0623 0.3594 0.2650
C -0.8657 0.9705 -0.4730
P 0.6617 -0.0785 -0.5249
P -0.1761 -1.2452 -2.4311
O 0.7618 -2.5100 -2.6273
Cl 0.1394 -0.0986 -4.0248
P 1.7670 0.7728 1.2624
O 3.0046 1.2381 0.7552
O 0.9504 1.8335 2.0968
O 2.0331 -0.4587 2.2534
H -2.3017 -0.5743 -0.2466
H -1.8586 0.1615 1.3574
H -2.9273 0.9851 0.1281
H -1.2180 1.0308 -1.4954
H -0.6592 1.9836 -0.1581
H 0.6297 -1.3525 0.1055
H 1.7697 0.3584 -1.2993
H 1.5053 -2.5056 -1.9945
H 0.2048 1.4654 2.6005
H 1.2357 -0.9990 2.3938
Ag -2.5943 -1.3366 2.0571

Values from the calculation:
⟨S²⟩ ... 0.7575
Multiplicity ... 2
Total charge ... +2
DFT total energy ... -2013.69493 Eh
Max |F| ... 2.96 eV Å⁻¹
HOMO level (alpha / beta) ... -15.86 / -16.85 eV
LUMO (alpha / beta) ... -10.1 / -10.1 eV
Kohn-Sham gap (alpha / beta) ... 5.76 / 6.71 eV